C31H21Br6HfN4O3S6 | the ωB97M-V functional and the def2-TZVPD basis

```
72
Properties=species:S:1:pos:R:3:forces:R:3:mulliken_charge:R:1
Hf -3.253777 -15.531772 13.023369 2.9 2.3 -1.5 0.46
Br -5.862298 -21.504946 14.562534 0.6 0.2 -0.5 -0.19
C -4.972058 -19.867127 14.106979 -0.2 -0.5 0.1 -0.14
C -3.603430 -19.662922 14.260229 -0.3 -1.4 -0.2 -0.60
C -3.186186 -18.359180 14.194943 -0.2 0.2 0.1 -0.19
N -4.017323 -17.320655 14.073209 -1.2 -1.0 -0.3 0.50
C -5.361155 -17.513005 13.890050 2.5 -2.5 -0.7 0.67
C -5.806214 -18.833787 13.742909 -0.6 1.6 0.9 -1.04
C -6.186211 -16.351716 13.735025 1.0 2.3 -0.3 0.64
C -7.529054 -16.391525 14.038141 0.3 -0.6 -0.4 -0.85
C -8.245113 -15.243558 13.954710 0.8 3.0 -0.3 -0.12
Br -10.121548 -15.214703 14.055510 0.1 -0.1 0.2 -0.17
C -7.519484 -14.023856 13.775793 -2.3 -0.5 -0.5 -0.73
C -6.180165 -14.049707 13.471475 1.1 1.0 0.6 -0.15
N -5.490819 -15.181189 13.408622 -1.8 -2.0 1.0 0.44
H -2.882897 -20.507796 14.297650 -0.7 0.8 0.4 0.42
H -2.144502 -18.123002 14.288533 0.4 0.2 -0.1 0.47
H -6.844853 -18.950136 13.479602 -0.1 -0.5 0.1 0.58
H -8.012335 -17.307399 14.293979 -0.1 -0.5 0.1 0.62
H -8.074400 -13.073622 13.722190 0.4 -0.6 0.2 0.38
H -5.572524 -13.108368 13.412961 -0.7 -1.0 -0.4 0.37
C 0.238391 -21.380786 10.171523 0.0 0.6 0.2 -0.95
C -0.350254 -20.848161 11.493423 1.0 0.7 -0.7 -0.86
N 0.371759 -19.606954 11.899795 -1.0 -0.8 0.8 0.29
C 1.546706 -19.801657 12.709398 1.1 1.6 0.1 -0.64
C 2.822478 -19.461566 11.896557 0.3 1.3 1.9 -0.83
C -0.083244 -18.370250 11.637382 -1.3 0.8 0.0 0.05
S -1.233147 -18.077896 10.447919 0.1 -0.1 0.2 -0.21
N 0.507180 -17.389996 12.385463 0.3 1.5 0.2 -0.15
C 0.023430 -16.314014 12.940337 -2.8 -1.2 0.5 -0.25
O -1.297342 -16.164870 13.271625 1.8 -0.2 -0.7 0.22
C 0.920070 -15.264467 13.483540 1.4 1.1 -0.4 0.25
C 2.299969 -15.385060 13.171546 -0.8 1.7 1.4 -0.84
C 3.246123 -14.548380 13.777886 0.4 0.0 0.5 -0.54
C 2.826673 -13.446451 14.560474 -1.5 -1.5 -0.9 -0.42
C 1.443524 -13.209641 14.716726 0.2 -0.5 0.4 -0.91
C 0.504349 -14.118710 14.224024 0.1 -1.1 -0.6 0.63
H -0.286219 -22.323183 10.082325 0.1 -0.5 -0.8 0.44
H 1.324917 -21.581675 10.386223 -1.0 0.2 -0.7 0.22
H 0.042376 -20.697085 9.274462 0.4 -1.0 1.4 0.20
H -0.122414 -21.637560 12.246402 -0.4 0.7 -0.2 0.42
H -1.433097 -20.680442 11.392043 0.5 0.2 0.2 0.35
H 1.524003 -20.818104 12.964114 0.3 -1.5 0.6 0.45
H 1.575364 -19.184822 13.666234 -0.3 -0.7 -1.2 0.30
H 2.915481 -19.896947 10.931713 -0.3 -0.6 -0.8 0.34
H 3.715443 -19.739610 12.498294 -0.4 0.2 -0.4 0.37
H 2.807848 -18.355095 11.781500 0.2 -0.7 -0.1 0.03
H 2.594188 -16.011718 12.387386 0.4 -1.4 -0.6 0.56
H 4.336752 -14.842988 13.724565 -1.3 0.7 -0.3 0.28
H 3.531981 -12.816142 15.023729 0.7 0.6 0.5 0.44
H 1.056092 -12.413284 15.368431 0.4 -0.1 -0.5 0.38
H -0.562232 -13.956434 14.372064 0.3 -0.1 0.1 0.15
Br -4.370185 -13.887794 6.251406 0.2 -1.0 0.3 -0.21
C -4.032609 -15.083114 7.740797 1.0 0.1 -0.1 0.23
C -4.712990 -16.310763 7.926462 -0.1 1.3 -1.3 0.44
Br -5.247361 -17.293392 6.382097 -0.4 0.3 0.3 -0.19
C -4.903036 -16.810596 9.189610 1.0 0.6 2.8 -0.31
Br -6.201184 -18.103229 9.718460 0.4 -0.1 -0.4 -0.18
C -4.188732 -16.207009 10.286165 0.8 0.4 -2.9 -0.64
O -4.153437 -16.636407 11.509571 -1.1 -0.6 1.0 0.08
C -3.240335 -15.129978 10.020615 -0.9 -1.1 0.2 0.92
O -2.635137 -14.745940 11.128661 -0.1 0.4 -0.4 -0.78
C -3.123163 -14.598981 8.708663 -1.2 -0.4 1.4 -0.36
Br -1.948128 -13.135103 8.489039 -0.2 -0.2 0.0 -0.13
S -3.478452 -9.910507 18.084640 -0.3 -0.1 0.8 -0.32
C -3.578815 -11.211173 17.088108 0.1 0.3 -0.9 0.07
S -3.862009 -12.907656 17.429753 0.0 1.5 0.9 -0.13
C -3.542690 -13.510791 15.875152 1.0 2.8 -3.4 0.50
C -3.289260 -12.532274 14.842213 -0.8 -1.7 3.0 0.02
S -2.875381 -12.864725 13.218584 -0.3 -1.0 -0.6 -0.43
S -3.336523 -10.858075 15.381875 -0.1 -1.4 0.7 -0.11
S -3.320660 -15.186105 15.666645 -0.1 -0.6 0.0 -0.59
```
Positions in Å, forces in eV/Å.

Results
total energy	-19520.1634	Ha
LUMO energy	0.3	eV
energy relative to the best compared isomer or geometry (same formula, charge and spin)	198.87	kJ/mol
2S+1	1
charge	-1

C31H21BrCsF5N8O3S4 | the ωB97M-V functional and the def2-TZVPD basis

```
74
Properties=species:S:1:pos:R:3:forces:R:3:mulliken_charge:R:1
Cs 1.943099 -0.578407 0.672671 -0.1 -0.6 0.1 0.92
O 3.873398 -0.552570 5.616058 -0.6 0.3 -0.9 -0.76
C 3.395494 -0.774508 4.483525 1.5 -0.7 2.0 -0.18
N 2.634571 -0.041059 3.703991 -1.4 1.3 -0.4 -0.11
C 1.838056 0.886900 4.270686 -0.2 0.0 2.8 0.08
O 1.470700 1.041930 5.475102 1.1 -1.1 -1.7 -0.75
C 1.261405 1.934524 3.412553 -2.3 1.2 -1.9 0.35
C 0.301491 2.821647 4.012207 1.9 -1.5 0.9 -0.37
C -0.125711 3.881291 3.312203 -1.6 1.3 -1.2 -0.29
C 0.269989 4.056633 1.968673 0.7 0.3 0.1 -0.56
C 1.142926 3.132218 1.429446 -0.3 -0.9 0.7 -0.43
N 1.502253 2.013339 2.093050 1.1 0.7 1.5 -0.04
C 3.811072 -2.090491 3.912297 1.4 -3.3 0.4 0.57
C 4.787232 -2.899376 4.614195 -1.5 2.7 0.2 -0.35
C 5.119119 -4.141030 4.169387 -0.1 -0.2 -0.4 -0.35
C 4.368225 -4.654907 3.077232 1.9 -0.7 -0.1 -0.64
C 3.519036 -3.822986 2.383177 0.7 -0.6 0.8 -0.40
N 3.268826 -2.608784 2.839768 -1.4 1.7 -1.4 -0.17
H 0.047989 2.642898 5.060644 0.1 0.1 -0.5 0.44
H -0.875402 4.548313 3.772618 0.5 -0.2 -0.4 0.33
H -0.004131 4.933311 1.390811 -0.1 -0.1 0.1 0.36
H 1.667338 3.182664 0.485912 -0.6 0.4 -0.5 0.49
H 5.096241 -2.362052 5.512508 0.7 -0.6 -0.2 0.45
H 6.010053 -4.603881 4.632248 -0.9 -0.4 -0.3 0.34
H 4.639527 -5.636493 2.659124 -0.3 0.4 0.2 0.35
H 3.100524 -4.149692 1.437372 -0.3 0.2 0.2 0.66
O 1.880868 3.419950 -5.298939 -0.2 0.2 0.3 -0.56
C 1.925871 2.552523 -4.232663 0.7 -0.6 0.1 0.81
C 0.799154 1.797878 -3.830827 1.9 1.1 -0.4 -0.63
C 0.967788 0.944074 -2.781984 -0.6 -0.9 1.4 -0.50
N 2.050767 0.918918 -1.983076 0.4 0.1 -1.7 0.03
C 3.133399 1.534353 -2.468981 -1.0 -0.3 0.7 -0.04
Br 4.625268 1.306475 -1.323081 0.4 0.2 -0.2 -0.14
C 3.199357 2.320934 -3.610534 -2.5 -0.4 0.1 -0.53
H 0.984462 3.785320 -5.424528 0.5 -0.6 0.2 0.32
H -0.146091 1.895722 -4.301080 -0.6 0.0 -0.5 0.40
H 0.158810 0.230998 -2.528277 0.4 0.7 0.2 0.30
H 4.129574 2.697432 -3.944097 0.5 0.6 -0.4 0.49
S 0.753198 -5.953767 1.689223 -1.0 0.3 -0.7 -0.40
C -0.528131 -5.734341 0.586477 1.1 -0.3 1.1 0.27
N -0.263428 -6.039906 -0.729977 -1.2 0.0 0.3 -0.03
C -1.246915 -5.987434 -1.666320 2.1 -1.3 -1.7 0.07
C -2.511820 -5.610252 -1.368072 -0.6 0.5 -0.8 -0.67
C -2.749507 -5.407462 -0.015841 1.9 0.7 2.2 -0.01
N -1.793517 -5.391888 0.923480 -0.9 -0.5 -0.8 -0.57
H 0.704672 -6.351360 -0.808799 -0.3 0.1 -0.9 0.23
H -0.954311 -6.421953 -2.667593 -0.3 1.1 1.1 0.32
H -3.237231 -5.326610 -2.146994 0.4 -0.8 0.5 0.35
H -3.687127 -5.229124 0.457234 -1.0 0.3 -0.4 0.48
F 3.846012 -1.906763 -2.211767 -0.6 1.1 0.7 -0.03
C 3.226191 -2.904582 -2.934028 0.6 -3.8 1.0 -1.22
F 2.553709 -2.351117 -3.954454 -1.1 1.8 -1.7 -0.20
C 2.092917 -3.601993 -2.113354 1.8 2.5 0.3 1.23
F 0.885829 -2.907055 -1.907090 0.4 -0.7 -0.2 -0.27
F 1.782156 -4.746183 -2.732814 -0.7 -0.4 0.4 -0.27
F 2.537544 -3.851989 -0.843362 -0.4 -0.5 -0.5 -0.14
S -7.115980 1.874426 -0.042544 -0.8 -0.9 0.4 -0.43
C -5.660190 1.481755 -0.717461 0.2 0.6 -0.3 0.15
S -4.971733 -0.088523 -0.909141 0.6 0.1 0.8 -0.17
C -3.336281 0.673133 -0.865612 0.5 1.4 -0.1 -0.06
N -3.414007 1.983230 -1.129815 0.8 -2.2 0.3 -0.94
N -4.708898 2.383112 -1.095684 -1.0 0.0 -0.9 0.61
C -4.988352 3.692429 -1.508562 0.8 0.6 0.4 0.58
C -6.307006 4.104341 -1.674608 -0.7 1.6 -0.6 -0.49
C -6.555853 5.508534 -1.598012 0.7 -1.1 -0.9 -0.50
C -5.483778 6.404779 -1.495085 -2.4 1.5 0.6 -0.30
C -4.213727 5.951528 -1.444635 2.1 1.0 -0.6 -0.37
C -3.926154 4.634993 -1.598744 0.8 -2.1 1.4 -0.50
S -1.953856 -0.137727 -0.323777 -0.3 -0.2 -0.6 -0.26
H -7.103193 3.364491 -1.917848 0.8 1.0 0.6 0.44
H -7.568583 5.876570 -1.697452 0.0 0.0 0.0 0.35
H -5.664204 7.498976 -1.412502 -0.1 -0.9 0.0 0.28
H -3.352729 6.632729 -1.299463 -0.7 -0.3 -0.3 0.29
H -2.858265 4.320995 -1.494397 -1.3 -0.1 -0.2 0.35
```
Positions in Å, forces in eV/Å.

Results
total energy	-6543.9240	Ha
LUMO energy	3.4	eV
energy relative to the best compared isomer or geometry (same formula, charge and spin)	291.17	kJ/mol
2S+1	1
charge	-2